The following is a quantum chemistry calculation of C3H5NO2Si in the gas phase, from the OMol25 dataset.

The geometry in ORCA input format:
```
! RIJCOSX wB97M-V def2-TZVPD def2/J DEFGRID3
* xyz 0 1
C 1.34014 -0.68920 1.24444
O -0.04502 -0.32422 1.10196
C -0.39785 0.59173 0.17338
O 0.36212 1.00180 -0.64831
Si -2.26683 1.02891 0.37172
C -3.15845 -0.48836 -0.22773
N -3.68273 -1.40436 -0.67065
H 1.41860 -1.32699 2.09175
H 2.04268 0.17668 1.22968
H 1.62381 -1.00408 0.26645
H -2.22848 1.08506 1.80935
H -2.53084 2.33251 -0.45060
*
```

Values from the calculation:
Highest occupied orbital energy in eV: -10.40
SMILES string: COC(=O)[SiH2]C#N
DFT total energy in hartree: -612.003780
Lowest unoccupied orbital energy in eV: 0.50
Frontier orbital gap in eV: 10.90

Atom charges from the Löwdin analysis, given in e for atoms 1 to 6:
1. C -0.04
2. O -0.13
3. C -0.63
4. O 0.06
5. Si 0.75
6. C -0.34